C2H2FNO2 | wB97M-V/def2-TZVPD

The geometry in XYZ format:
```
8
C2H2FNO2, DFT wB97M-V/def2-TZVPD
C -1.5348 0.0057 0.0506
C -0.5353 -0.7710 -0.1769
N 1.9754 0.5441 0.0602
O 2.2263 1.2760 -0.8580
O 2.5236 0.0798 0.9952
F -0.4235 -2.0357 -0.2347
H -2.6142 -0.1690 -0.1901
H -1.6175 1.0702 0.3534
```

Calculated values
* maximum force: 0.0783 Eh/bohr
* LUMO (alpha / beta): -0.50 / -1.21 eV
* HOMO level (alpha / beta): -10.091 / -9.384 eV
* HOMO-LUMO gap (alpha / beta): 9.60 / 8.18 eV
* E: -10401.5921 eV
* energy above the lowest of the compared OMol25 structures with the same formula, charge and spin: 175.1 kcal per mole
* net charge: 0